22
Properties=species:S:1:pos:R:3:mulliken_charge:R:1 method="wB97M-V/def2-TZVPD" total_charge=0 fmax_ev_per_a=3.28 de_lowest_kj_mol=86.71 homo_energy_ev=-9.16 smiles="C=C[C@@H](I)S(=O)(=O)c1ccccc1" lumo_energy_ev=-0.151
C 3.09 -1.88 -0.67 -0.43
C 2.21 -1.12 -1.52 -0.63
C 2.98 -1.67 0.73 -0.37
C 1.28 -0.21 -0.95 -0.26
C 2.05 -0.80 1.27 -0.40
C 1.23 -0.14 0.43 0.40
C -2.74 2.03 -1.62 -0.95
C -2.01 1.00 -1.14 0.30
C -1.95 0.54 0.27 -0.83
O -0.12 0.88 2.56 -0.62
O 0.26 2.43 0.69 -0.62
S 0.01 1.06 1.12 1.23
I -2.05 -1.54 0.74 0.14
H 4.00 -2.27 -1.10 0.34
H 2.48 -0.92 -2.62 0.26
H 3.92 -2.00 1.26 0.28
H 0.59 0.35 -1.60 0.32
H 1.94 -0.65 2.34 0.44
H -2.94 2.36 -2.62 0.31
H -3.46 2.39 -1.00 0.29
H -1.24 0.44 -1.75 0.25
H -2.49 1.10 1.03 0.55